13
Properties=species:S:1:pos:R:3:forces:R:3 method="wB97M-V/def2-TZVPD" charge=0 gap_ev=8.9 relative_energy_kj_mol=39.7 homo_ev=-8.16
F -2.4771 -0.9234 0.0750 0.604 0.776 -0.008
C -2.2640 0.4108 0.0164 -1.034 0.133 -0.012
C -1.0712 1.0222 -0.0134 -1.065 -2.667 -0.408
C 0.1948 0.3470 -0.0874 2.328 -1.829 0.127
N 0.4510 -0.9800 -0.1448 -0.456 1.597 0.706
C 1.8039 -1.1137 0.0203 0.011 -0.188 -0.274
C 2.4141 0.1240 0.0543 1.506 -0.791 0.434
N 1.4110 1.0227 0.0018 -2.093 0.975 0.113
H -3.2577 0.9177 -0.0241 1.159 -0.175 0.108
H -1.0891 2.0463 -0.1300 -0.081 2.092 -0.046
H 2.2239 -2.1212 0.1667 -0.042 0.828 -0.451
H 3.4861 0.4231 0.1067 -1.243 -0.336 0.055
H 1.4312 2.0043 0.2655 0.406 -0.413 -0.346

***

28
Properties=species:S:1:pos:R:3:forces:R:3 method="wB97M-V/def2-TZVPD" charge=0 gap_ev=8.8 relative_energy_kj_mol=1195.9 homo_ev=-8.73
O 3.8866 -0.0628 1.2279 -6.225 -6.356 -5.034
C 2.4604 0.2393 1.3341 1.720 -2.589 2.751
C 1.6510 -0.8296 0.4689 15.431 4.614 1.495
C 2.3643 -1.6558 -0.3340 9.769 5.090 1.220
C 1.7271 -2.4235 -1.0236 -8.175 -13.261 -7.138
C 0.3081 -2.6953 -0.7335 -1.888 -0.156 -0.502
C -0.3201 -1.8858 0.2683 -1.292 -4.831 -5.991
C 0.4762 -0.8652 0.6671 -13.361 -0.081 3.946
N -0.0791 -0.1258 1.6777 -4.159 5.401 3.225
C -1.1048 0.7697 1.6453 5.720 -7.045 -6.202
C -1.7239 1.0485 0.2896 -4.086 -0.507 11.628
C -1.0767 1.1327 -0.7197 3.258 3.661 -14.740
C -1.6921 1.7911 -2.0144 -8.020 -1.332 14.622
C -3.1054 2.1423 -1.7926 2.967 2.957 -2.798
N -3.5723 2.4301 -0.5339 0.908 -3.115 -1.004
C -2.8918 1.6993 0.3472 -7.521 2.890 4.385
H 4.3869 0.5084 1.5941 5.062 6.527 4.155
H 2.2249 1.1988 0.9872 -0.193 1.635 -0.431
H 2.3430 0.1985 2.5431 -0.892 -0.067 -3.012
H 3.5309 -1.6482 -0.7498 -2.836 0.741 2.358
H 2.0706 -3.4672 -1.6370 0.017 3.606 1.126
H -0.3839 -3.5271 -1.4217 2.383 2.499 2.339
H -1.4141 -2.0874 0.2778 0.921 0.857 1.021
H -1.3901 1.1618 2.5021 -1.555 1.892 3.834
H -0.0927 0.9359 -0.8015 3.164 -0.911 -0.241
H -1.2981 1.7001 -2.8137 5.030 -0.939 -10.273
H -3.7045 2.6291 -2.7173 1.275 -1.324 2.302
H -3.5803 1.6879 1.4624 2.579 0.146 -3.042

***

15
Properties=species:S:1:pos:R:3:forces:R:3 method="wB97M-V/def2-TZVPD" charge=+2 spin_multiplicity=2 gap_ev="9.4 / 9.2" relative_energy_kj_mol=38.8 homo_ev="-18.20 / -18.20"
H 1.8007 -0.4791 -1.7114 -0.370 -0.567 0.652
Li 0.4926 -1.4563 1.4835 0.680 -0.477 0.147
O -0.1340 -0.4912 -2.4115 1.732 0.007 2.931
O 0.5951 0.9907 -0.8714 -0.960 -0.691 0.208
C 1.7522 1.5687 -0.2103 0.697 0.101 0.381
C 2.0365 0.8150 1.0928 1.332 0.032 -0.445
O 0.8642 0.4896 1.7738 -1.594 -0.023 -0.010
C 0.7380 -0.1975 -1.5883 -1.148 1.624 -4.189
H 2.6073 1.5453 -0.8990 -0.206 0.171 0.218
H 1.4617 2.6074 -0.0084 0.106 -0.189 -0.201
H 2.7128 1.4482 1.6951 -0.291 -0.278 -0.096
H 2.6123 -0.1027 0.8493 -0.161 0.249 0.120
O -0.6891 -1.1010 0.1354 -1.323 -0.112 1.007
Yb -0.9902 0.6689 0.8354 1.074 0.373 -0.290
Li -1.6096 -1.7524 -1.2925 0.433 -0.220 -0.434

***

Number 1: total energy -10962.71628 eV. Number 2: total energy -18691.53325 eV. Number 3: total energy -43308.33724 eV.